The following is a DFT calculation (ωB97M-V/def2-TZVPD) of a single C8H12NO2P molecule at a distorted geometry.

Element x y z (Å)
C -2.04 0.84 -1.18
C -1.26 1.09 0.09
C -2.16 1.17 1.34
C -0.34 -0.18 0.15
C -0.74 -1.46 0.57
C 0.21 -2.49 0.57
C 1.46 -2.27 0.06
N 1.89 -1.10 -0.32
C 1.06 -0.13 -0.18
O 1.71 1.05 -0.63
P 3.30 0.90 -0.62
O 3.92 0.89 0.74
H -2.84 1.64 -1.30
H -2.43 -0.14 -1.19
H -1.47 1.07 -2.20
H -0.68 2.00 -0.13
H -2.92 1.87 1.36
H -1.52 1.29 2.35
H -2.51 0.12 1.44
H -1.75 -1.58 0.77
H -0.21 -3.37 0.91
H 2.29 -3.00 0.11
H 3.62 -0.21 -1.30
H 3.43 2.00 -1.40

Energy: -858.60672 Ha
HOMO: -9.43 eV
SMILES: CC(C)c1cccnc1O[PH2]=O
Net charge: 0
LUMO: 0.024 Eh
ΔE to the lowest compared entry with this formula, charge and spin: 44.9 kcal/mol